DFT (ωB97M-V with the def2-TZVPD basis set) results for an isolated ion of composition C5H10N and charge +1.

Output
Energy: -6824.9882 eV
Kohn-Sham gap: 7.7 eV
Charge: +1
HOMO level: -11.7 eV

Element x y z (Å)
1 N 2.695 -0.198 0.009
2 C -2.560 0.585 0.197
3 C -1.075 1.105 0.236
4 C 1.422 0.423 0.515
5 C -2.766 -0.761 -0.338
6 C 0.297 0.353 -0.184
7 H -3.548 -0.766 -1.125
8 H 2.447 -0.917 -0.712
9 H -1.128 1.971 -0.427
10 H 3.304 0.495 -0.644
11 H 3.256 -0.503 0.774
12 H -1.900 -1.249 -0.694
13 H 0.242 -0.114 -1.074
14 H -0.861 1.333 1.284
15 H -3.156 -1.420 0.426
16 H 1.701 0.878 1.400

Here are the natural (NBO) charges for atoms 1 to 4, given in e: atom 1 (N): -0.71, atom 2 (C): 0.26, atom 3 (C): -0.60, atom 4 (C): -0.09